Entry 1:
C11H17N5O4 | ωB97M-V/def2-TZVPD

Values from the calculation:
E_LUMO ... 0.60 eV
Kohn-Sham gap ... 8.95 eV
E_HOMO ... -8.4 eV
E_tot ... -1003.75634 a.u.

Cartesian coordinates (Å):
C1 0.41051 -1.65390 -0.83760
C2 -0.48903 -0.49897 -0.52610
C3 -0.40841 -2.79918 -0.41413
C4 0.32014 -4.00992 -0.53941
C5 -0.09204 -4.97590 -1.47240
C6 2.01324 -5.21528 -1.01781
C7 -0.49887 1.80750 0.00617
C8 0.47195 3.08483 -0.09707
C9 -1.63278 1.83536 1.22281
C10 -1.81544 3.40422 1.47392
C11 -0.71684 4.31435 1.91246
H1 2.32927 -2.60447 -1.00212
H2 2.07009 -1.74937 0.50976
H3 0.32870 -1.78384 -1.94292
H4 -1.40818 -2.65092 -0.69929
H5 -0.65366 -2.87155 0.74283
H6 -1.03982 -5.27299 -2.12862
H7 2.91378 -5.90836 -0.74952
H8 1.26212 -6.39511 -2.49266
H9 1.21530 0.25019 0.01379
H10 -0.98511 1.88748 -1.02401
H11 -2.87594 1.26124 0.58985
H12 -1.16617 0.94721 2.15946
H13 -2.89892 3.81510 2.14533
H14 -2.09528 4.03672 0.48868
H15 -1.22251 6.64125 1.01247
H16 0.36834 6.04379 2.24353
H17 2.04607 3.87972 0.10496
N1 1.91352 -1.65041 -0.44655
N2 1.58366 -4.20271 -0.30040
N3 1.09241 -5.62340 -1.92226
N4 0.23556 0.56686 -0.09963
N5 -0.81628 5.81381 1.71556
O1 -1.66942 -0.73055 -0.74739
O2 -0.15265 4.14447 -0.22996
O3 0.36191 4.02282 2.36275
O4 1.70078 2.83990 -0.01449

Cartesian forces, eV/Å:
1.9 -0.6 -0.6
1.7 -0.6 -0.4
-0.3 -0.8 6.4
-3.2 -3.4 -5.1
-1.1 -1.3 -3.5
2.1 -1.5 0.3
0.4 0.8 -0.8
-7.2 -0.9 0.0
-0.1 -1.6 -1.4
-5.3 2.4 0.3
0.5 3.4 -0.6
-1.3 3.9 2.6
0.0 -0.8 1.8
0.8 0.6 0.4
-0.9 -0.9 -1.4
0.7 1.3 -1.2
2.0 1.4 1.9
-1.4 2.0 -0.9
-0.4 -1.4 -0.9
-0.4 1.4 0.0
-0.1 0.0 1.6
4.1 1.9 2.3
-1.8 3.4 -2.8
3.4 -1.8 -1.5
0.2 -2.4 1.9
1.2 -3.8 2.2
-5.1 -0.4 -2.5
-0.4 -3.6 -0.5
-1.2 -1.2 -5.2
3.5 -1.5 1.9
-1.0 1.5 3.5
-1.7 -1.2 0.0
3.4 1.4 1.6
-0.3 2.7 0.4
3.4 -1.2 -1.6
0.0 -1.3 1.0
3.9 4.4 0.7

---

Entry 2:
C2H4Cl2N2 | ωB97M-V/def2-TZVPD

Values from the calculation:
E_LUMO (alpha / beta) ... -0.32 / -0.31 eV
Kohn-Sham gap (alpha / beta) ... 10.04 / 7.00 eV
E_HOMO (alpha / beta) ... -10.4 / -7.3 eV
E_tot ... -1108.36764 a.u.

Cartesian coordinates (Å):
C1 -1.01578 0.67917 0.30330
C2 -0.65845 -0.69727 0.22922
N1 -0.13948 1.50402 0.70936
N2 0.60399 -1.05874 0.51400
Cl1 -2.67644 1.08242 -0.10078
Cl2 -1.80621 -1.93914 0.04768
H1 -1.26160 -0.35237 -2.51786
H2 -0.42324 2.47130 0.78632
H3 1.19610 -0.31346 0.85764
H4 0.83044 -2.02924 0.66437

Cartesian forces, eV/Å:
-0.2 -0.4 0.1
-0.4 0.1 -0.1
0.5 0.3 0.1
0.3 -0.1 0.1
0.0 0.2 0.0
-0.1 -0.3 -0.1
0.1 0.0 0.0
-0.2 0.0 -0.2
0.0 -0.2 0.0
0.0 0.2 0.0

---

Entry 3:
C7H20N3 | ωB97M-V/def2-TZVPD

Values from the calculation:
E_LUMO (alpha / beta) ... -3.85 / -5.14 eV
Charge ... +1
Kohn-Sham gap (alpha / beta) ... 8.76 / 7.49 eV
E_HOMO (alpha / beta) ... -12.6 / -12.6 eV
E_tot ... -442.45390 a.u.

Cartesian coordinates (Å):
C1 1.56076 -0.38687 -1.93980
C2 -1.53592 1.55441 -0.72271
C3 -2.02579 -0.76379 -1.03757
C4 0.10717 0.99177 2.12000
C5 1.81194 1.50925 0.53009
C6 -0.52407 -2.01215 1.48752
C7 0.99193 -1.05046 -0.71403
N1 -1.01353 0.22522 -0.88172
N2 0.53167 0.79815 0.67873
N3 0.07238 -0.20029 -0.09771
H1 1.77249 0.61601 -1.75173
H2 2.43090 -0.91106 -2.15229
H3 0.86022 -0.39448 -2.83992
H4 -0.68236 2.07538 -0.36692
H5 -1.60802 1.75817 -1.79288
H6 -2.32379 1.72833 -0.06949
H7 -2.80564 -0.29003 -1.64699
H8 -1.76053 -1.59091 -1.54495
H9 -2.05489 -1.22555 0.03121
H10 0.52682 0.35335 2.80923
H11 0.27386 2.00518 2.38070
H12 -0.86401 0.71278 2.15423
H13 1.91240 2.19966 1.27921
H14 2.75398 1.01004 0.41471
H15 1.50768 1.96110 -0.37649
H16 -0.86260 -2.71238 0.79808
H17 0.50018 -2.04476 1.66783
H18 -1.22871 -1.68319 2.19288
H19 1.79580 -1.25447 0.01219
H20 0.46335 -1.96692 -1.06246

Cartesian forces, eV/Å:
-2.1 -0.6 -1.5
2.8 -0.2 -2.2
-0.4 1.0 2.4
0.3 -0.1 -3.0
-1.1 -1.7 -3.0
-0.4 0.5 -0.5
0.9 -1.5 -1.8
0.7 -1.5 0.6
1.4 0.5 4.1
-2.4 1.9 2.3
0.6 1.5 0.1
1.7 -0.7 -0.9
0.9 -0.2 1.3
0.4 1.2 0.2
-1.1 1.1 0.3
-1.8 -0.1 0.9
-0.5 -0.4 1.1
1.5 -2.7 -2.3
-1.6 1.0 -1.3
1.9 -1.5 1.3
-0.1 0.8 0.2
-3.5 -0.2 0.2
0.0 1.6 1.7
0.3 -0.9 0.0
1.3 1.6 -1.2
-0.6 -1.2 -1.1
1.4 0.2 0.6
-0.5 0.5 0.9
-0.6 -0.2 -0.3
0.6 0.4 0.7

---

Entry 4:
C8H8N4S | ωB97M-V/def2-TZVPD

Values from the calculation:
E_LUMO (alpha / beta) ... -0.47 / -0.47 eV
Kohn-Sham gap (alpha / beta) ... 7.41 / 7.41 eV
E_HOMO (alpha / beta) ... -7.9 / -7.9 eV
E_tot ... -926.67857 a.u.

Cartesian coordinates (Å):
C1 -0.10885 1.09878 -2.88900
C2 1.04210 0.74932 -2.25945
C3 -1.31930 1.10340 -2.27121
C4 1.00852 0.18075 -0.93377
C5 -1.40763 0.69289 -0.95772
C6 -0.24766 0.28036 -0.27420
C7 0.05792 1.08250 3.52593
C8 0.25884 -2.24796 0.90983
N1 0.56780 -0.00540 3.56800
N2 0.65616 -1.05315 2.82088
N3 -0.37109 0.03145 1.13409
N4 0.25915 -0.98071 1.54373
S1 -0.31349 2.51782 4.07240
H1 -0.03636 1.51374 -3.92408
H2 1.93367 0.84245 -2.75461
H3 -2.31379 1.22713 -2.93621
H4 1.85998 -0.18063 -0.49849
H5 -2.24626 0.81167 -0.38326
H6 -0.69811 -2.45956 0.49314
H7 0.40983 -2.78906 1.83075
H8 1.00859 -2.41578 0.18325

Cartesian forces, eV/Å:
0.4 1.5 -2.5
-1.0 -1.8 3.3
-3.6 -0.8 -1.1
-3.6 2.3 -2.6
2.6 0.3 -0.5
0.4 -0.5 0.0
-0.1 2.2 1.2
0.3 -1.3 1.0
-0.2 -0.2 -0.7
0.5 -2.8 -1.7
0.2 1.6 -1.3
-0.3 2.2 2.9
-0.3 -0.2 -0.7
-0.1 -0.5 0.9
2.2 0.0 -1.1
2.4 0.2 1.8
2.0 -0.7 1.3
-2.2 0.0 1.1
-0.8 0.1 -0.3
0.2 -1.5 -0.5
0.9 0.1 -0.6

---

Entry 5:
C2H2NO2P | ωB97M-V/def2-TZVPD

Values from the calculation:
E_LUMO ... -0.10 eV
Kohn-Sham gap ... 8.43 eV
E_HOMO ... -8.5 eV
E_tot ... -623.94904 a.u.

Cartesian coordinates (Å):
C1 -0.10448 1.16736 -0.06514
C2 -1.35125 0.76201 -0.02339
N1 1.00782 0.35775 0.03510
O1 -2.46295 0.43977 0.06206
O2 -0.27888 -2.04083 -0.03148
P1 0.91173 -1.19680 0.00186
H1 0.10533 2.21576 -0.21402
H2 2.17269 -1.70502 0.23501

Cartesian forces, eV/Å:
0.5 1.0 -0.2
-1.5 -0.3 0.3
0.7 -2.1 0.0
0.5 0.2 -0.1
-0.1 -0.6 -0.1
0.0 1.8 0.2
-0.4 0.1 0.0
0.2 -0.2 0.0

---

Entry 6:
C2H4N2S3 | ωB97M-V/def2-TZVPD

Values from the calculation:
E_LUMO ... -1.08 eV
Kohn-Sham gap ... 7.74 eV
E_HOMO ... -8.8 eV
Structure (SMILES) ... [H]/N=[N+](/[S-])S.C#CS
E_tot ... -1382.47117 a.u.

Cartesian coordinates (Å):
H1 0.04194 0.53348 -1.25681
N1 0.36405 -0.36090 -0.96937
N2 1.41664 -0.26079 -0.29154
S1 2.15407 -1.45768 0.35851
S2 1.92710 1.50469 0.30632
H2 2.48661 2.01780 -0.92032
C1 -1.82594 0.58881 1.25802
C2 -1.91946 -0.42660 0.67896
S3 -2.20654 -1.95293 -0.00490
H3 -1.45745 1.53229 1.58722
H4 -0.98103 -1.71817 -0.74609

Cartesian forces, eV/Å:
-0.4 1.1 -0.2
0.8 -0.4 -0.5
-1.5 2.7 -0.5
1.8 -2.2 1.3
0.5 -0.2 -1.9
-0.9 -1.0 1.6
1.1 3.4 1.3
-1.2 -3.3 -1.1
1.8 0.6 -1.0
-0.4 0.0 0.3
-1.5 -0.8 0.7

---

Relative energy (zero: lowest compared OMol25 entry of this formula, charge and spin) for every record listed, in sequence, given in eV: 12.172 3.479 9.132 4.910 1.610 5.467.